DFT (ωB97M-V/def2-TZVPD) results for a 10-piece molecular cluster, C25H68F6O23PS9 overall in a non-equilibrium geometry.

Structure (XYZ):
```
132
Properties=species:S:1:pos:R:3:lowdin_charge:R:1
H 2.47176 3.02518 -0.88486 0.081
O -2.30174 -3.50609 0.07575 -0.283
H 2.85451 2.39507 -3.06218 0.056
C -0.75690 -3.19530 6.32772 -0.280
H -3.43466 0.15333 -5.59062 0.032
O -1.75570 -1.22337 -7.25721 -0.308
H -2.50113 -1.11154 1.40163 0.050
C 3.20302 0.29766 3.41147 -0.043
C -0.30354 0.63929 -5.47586 -0.238
H -3.68936 -1.21648 -0.58849 0.064
C 1.90130 -4.36682 -0.26236 -0.047
F 2.53751 0.25384 -0.88931 -0.141
O -0.35308 -4.96401 -0.58551 -0.255
O -1.63496 -0.10269 6.75938 -0.287
S -1.94568 4.12818 1.74439 0.872
C 3.51148 -2.88904 -6.22417 -0.263
H 4.80298 3.17870 0.00818 0.088
H 1.93498 0.77673 -5.82500 0.051
C -6.73782 -1.93067 -3.62687 -0.068
H -6.17090 -2.61502 -4.25973 0.079
H 4.14342 4.56427 0.97434 0.081
C 0.82142 -2.97617 3.61729 -0.082
H 3.77173 3.82713 3.36711 0.065
C 2.75704 3.75529 3.74272 -0.122
H -2.13205 -0.39296 -0.84084 0.042
O -4.73467 -0.69878 -3.31290 -0.262
H -1.57127 -2.94451 -2.59169 0.041
O 0.32304 -4.06037 5.96429 -0.264
C -5.84612 -1.26881 -2.60762 -0.296
H -2.81285 2.64439 0.09865 0.054
C 2.88378 3.97518 -0.54211 -0.300
H 2.67534 -3.60298 -0.27743 0.083
C 3.60785 0.82190 4.78923 -0.243
H 2.26268 -0.35935 -3.74099 0.015
H -3.29532 -1.01518 2.89797 0.087
O 3.27907 5.84438 -3.75739 -0.280
H 1.40700 -1.39458 -4.81132 0.046
C -3.34535 0.80830 -6.45088 -0.081
C -0.18758 4.11855 2.11990 -0.277
C -1.86030 -3.99447 -2.53955 -0.104
H -1.66723 -3.63015 5.91207 0.126
H 1.17487 -3.58236 2.79015 0.058
O 1.84319 -2.10067 5.92705 -0.281
P 0.96740 0.28263 -0.54779 0.214
O 1.27026 4.83345 -2.59228 -0.276
C 2.30447 -1.34927 -4.18742 -0.253
H -5.61339 -1.90706 -1.75112 0.119
H -0.00728 -3.18647 8.41831 0.081
F 0.60772 -0.76153 -1.76173 -0.168
H -4.27440 0.82862 -7.00982 0.064
H -1.30418 -2.08272 8.07273 0.057
H -1.22712 2.00057 0.83186 0.017
H 2.26804 4.72872 3.76656 0.070
C 0.50107 -3.79775 -0.49807 -0.275
H 0.00311 4.68888 3.02625 0.050
H -1.28860 3.30936 -0.35287 0.068
S 3.77913 -1.34111 -5.27720 0.855
C -1.39185 0.04376 3.00531 -0.280
H 3.57363 -3.75120 -5.55809 0.044
H -0.26729 -2.97620 3.64543 0.051
H 1.35725 1.01573 -4.20963 0.046
F 1.24429 1.35693 0.65139 -0.160
O 1.69755 3.81749 6.13634 -0.268
O 2.57422 -4.37286 5.12409 -0.276
C -0.92481 -3.08352 7.84260 -0.061
O -2.60906 3.45622 2.93550 -0.566
O -2.69514 -5.77776 -0.86284 -0.285
F -0.63703 0.45577 -0.28906 -0.204
S -1.91017 -4.56856 -0.81480 0.626
H 3.87943 -0.51988 3.16750 0.093
H 2.04932 -5.15468 -1.00019 0.079
H 3.66878 -0.01197 5.48880 0.112
O 4.17341 3.48848 5.95847 -0.282
C 3.92945 3.59643 0.50482 -0.050
H -1.09259 2.42197 4.43905 0.028
H -0.61270 -2.18519 5.94205 0.071
H 1.93901 -4.84599 0.71734 0.073
H 4.05126 3.26185 -4.05254 0.080
H 4.34058 -3.00717 -6.92711 0.041
H 4.60209 1.26903 4.78561 0.116
O 3.58363 -0.22058 -6.24885 -0.567
O 2.56485 1.70470 5.24403 -0.273
H -6.41144 -0.47299 -2.11350 0.113
C -2.98926 -0.84367 -1.33705 -0.107
H -0.32530 -0.44468 -5.33474 0.103
H -1.94502 0.98073 2.87003 0.095
H 0.45754 4.47909 1.31752 0.046
H 0.08780 3.07075 2.26580 0.034
H -2.69300 -1.71917 -1.91141 0.029
H -2.87868 -4.04005 -2.91933 0.073
H -0.48425 0.08168 2.39760 0.100
H -1.62899 2.84469 6.12661 0.086
H 1.06145 -1.92775 3.42693 0.041
F 1.06156 -0.90641 0.51829 -0.131
H -1.04753 1.02530 -4.77805 0.095
H 2.24218 3.22885 -4.49542 0.037
C 3.01621 3.24002 -3.72906 -0.098
S 2.83596 3.28557 5.46250 0.607
C -1.81637 2.84490 0.48792 -0.252
O -4.69407 1.24161 -1.73713 -0.276
H 2.13123 3.05457 3.20297 0.044
H -1.92208 -2.02950 2.78865 0.064
S 1.59504 -3.33951 5.21973 0.638
H 3.17358 1.11942 2.70253 0.048
S 2.65534 4.82607 -2.95508 0.630
C -2.28679 -1.04740 2.46907 -0.047
H 1.13810 2.27185 -5.34650 0.068
H 3.57990 2.96502 1.31350 0.037
H 0.44388 -3.19326 -1.40392 0.093
H 2.18729 -0.08702 3.50818 0.061
O -3.31155 0.79812 5.14901 -0.272
O -2.77007 0.87268 -3.27412 -0.288
O -2.06404 0.69645 -8.83961 -0.290
O 3.53440 4.69779 -1.57378 -0.247
H 2.10631 4.56926 -0.06053 0.103
S -1.93352 0.18763 -7.50098 0.634
H 2.26405 -2.20611 -3.52079 0.054
S -1.93650 0.59852 5.53661 0.640
S -3.81871 0.33500 -2.43216 0.649
O -0.74841 1.03494 -6.77957 -0.263
H -1.19095 -4.64194 -3.09622 0.077
O -1.11842 -0.22070 4.36930 -0.270
H -0.06248 1.85322 5.78558 0.050
H -2.92204 1.76974 -6.17805 0.064
H -7.09952 -1.16310 -4.31723 0.082
F 0.81385 1.46315 -1.67369 -0.169
H -7.63504 -2.39664 -3.22682 0.081
C -1.06135 2.16994 5.49798 -0.089
H -1.70274 -3.72992 8.25214 0.070
C 1.09567 1.18387 -5.26151 -0.077
H 0.16818 -3.16769 0.32523 0.092
H 2.64449 -2.93701 -6.88441 0.058
```

The total charge is -1. As for the frontier orbital gap: 8.997 eV. For the total energy, the calculation gives -7248.26055 hartree. The calculation puts the LUMO energy at 1.7 eV. Its multiplicity is 1. As for the relative energy (zero: lowest compared OMol25 entry of this formula, charge and spin): 174.0 kJ/mol.


DFT (ωB97M-V/def2-TZVPD) results for a 2-piece molecular cluster, C20H30N2O5S overall in a non-equilibrium geometry.

Structure (XYZ):
```
58
Properties=species:S:1:pos:R:3:lowdin_charge:R:1
C -3.62319 4.13867 -0.26010 0.045
H 1.24120 1.86706 1.12202 0.143
H 3.98274 0.81323 -2.68195 0.144
H 3.51294 -1.60796 0.84319 0.081
C -1.34940 2.28826 -0.81983 -0.062
H -3.03168 -5.59186 2.45896 0.086
H 3.47708 -3.26098 -2.49262 0.082
S -5.19200 -0.26627 0.13844 1.102
H -0.68313 1.44310 -1.00736 0.065
H 2.38641 2.83868 -1.40296 0.085
H -4.67528 2.43758 0.37005 0.067
H -1.64354 2.69779 -1.79098 0.090
O 4.83318 0.87739 0.32247 0.050
C 2.88107 -1.61839 -1.22435 -0.367
H 1.92773 -2.11756 -1.05033 0.132
H -4.49840 4.77597 -0.17709 0.053
C -2.59763 0.58017 0.48664 -0.032
C -5.12346 -2.01767 0.21509 -0.653
C -4.11596 0.63459 2.53666 -0.059
H 4.42196 -1.78419 -2.75044 0.071
C 4.84687 1.00794 -0.89284 -0.580
C -2.90971 -4.50961 2.35938 -0.010
C 3.42413 -2.17345 -2.54972 -0.074
H 4.85478 -1.70913 -0.31560 0.074
N 3.84365 0.64860 -1.69879 0.104
C 2.61626 -0.09120 -1.31784 -0.154
H -4.57535 1.60324 2.33699 0.071
H 6.45855 0.92708 -2.29118 0.082
H 5.75074 2.54987 -2.06398 0.082
C 1.77107 0.44564 -0.12814 -0.450
C -2.57340 1.86293 -0.04776 -0.267
H 1.79561 3.79265 -0.03389 0.082
H 1.94046 0.02485 -2.16338 0.151
O -2.23988 -1.71286 2.42106 0.093
O -5.97869 -2.66169 -0.37685 0.024
H 6.80103 1.84826 -0.81102 0.088
H -1.86729 -4.30050 2.10690 0.085
H 2.75526 -1.90227 -3.36611 0.076
H -4.83667 0.03898 3.10601 0.097
H 3.83582 -3.12525 -0.00895 0.081
C 3.83928 -2.03955 -0.10319 -0.059
C 6.04789 1.62857 -1.56709 0.008
C -3.73114 -0.09899 1.24050 -0.637
O 0.96714 -0.29414 0.43126 0.029
C 2.37958 2.91514 -0.31548 -0.064
C -3.83283 -3.96823 1.27108 -0.365
C -3.70422 2.79956 0.05208 -0.133
H 3.39686 3.05329 0.05474 0.075
H -1.71316 -0.02754 0.31263 0.104
H -2.70541 4.60965 -0.59644 0.051
O -4.37268 -4.80884 0.56553 0.090
N 1.78871 1.72031 0.28862 0.038
H -1.64259 -0.94445 2.38665 0.127
H -3.14723 -4.04763 3.32068 0.082
H -3.23320 0.79929 3.16103 0.092
C -3.31892 -1.51062 1.60295 -0.223
C -4.06085 -2.53178 1.05917 -0.072
H -0.80108 3.05429 -0.26454 0.076
```

As for the frontier orbital gap: 8.807 eV. For the total energy, the calculation gives -1663.97546 hartree. The calculation puts the LUMO energy at 0.0 eV. Its multiplicity is 1. As for the relative energy (zero: lowest compared OMol25 entry of this formula, charge and spin): 259.2 kJ/mol. As for the SMILES: C=C/C(C)=C\[C@@]1(C)SC(=O)C(C(C)=O)=C1O.CNC(=O)[C@@H](NC(C)=O)C(C)C.


DFT (ωB97M-V/def2-TZVPD) results for one molecule with the formula C3H7N3OS in a non-equilibrium geometry.

Structure (XYZ):
```
15
Properties=species:S:1:pos:R:3:lowdin_charge:R:1
C -1.50230 -2.12502 -0.37766 -0.132
O -0.25948 2.27755 -0.86148 0.104
H 0.77785 -0.15851 0.88762 0.149
H -0.75622 -2.83100 -0.07482 0.062
S -2.51630 -0.00753 1.18234 0.828
N -1.39392 0.23914 -0.07792 -0.404
C 2.27349 1.32064 0.16253 -0.034
H 2.72540 1.35177 1.17344 0.095
N -1.22265 -1.00889 0.49933 -0.492
C -0.13609 1.29698 -0.20931 -0.516
H -2.45378 -2.59284 -0.32529 0.054
H 2.11794 2.32183 -0.25643 0.080
H -1.36849 -1.73880 -1.45109 0.114
N 0.90040 0.76437 0.39191 0.016
H 2.81415 0.89033 -0.66317 0.075
```

As for the frontier orbital gap: 8.729 eV. For the total energy, the calculation gives -756.08661 hartree. The calculation puts the LUMO energy at 0.2 eV. Its multiplicity is 1. As for the relative energy (zero: lowest compared OMol25 entry of this formula, charge and spin): 387.8 kJ/mol. As for the SMILES: CNC(=O)n1sn1C.


DFT (ωB97M-V/def2-TZVPD) results for a 2-piece molecular cluster, C28H56N4O5S2 overall in a non-equilibrium geometry.

Structure (XYZ):
```
95
Properties=species:S:1:pos:R:3:lowdin_charge:R:1
H 0.06511 -5.00988 4.40420 0.072
H -1.51399 3.88836 0.31281 0.092
H 2.94993 -2.03034 4.59969 0.075
H -1.59666 0.39521 -2.62281 0.112
H 1.89703 2.13650 -2.95146 0.092
C -3.21353 0.74877 -1.32966 -0.190
H -1.20583 1.43347 2.88830 0.109
C -1.54142 -1.52178 -0.51002 -0.155
H -3.32698 -3.55452 -3.73044 0.100
H -4.04906 1.13889 -1.90128 0.114
H 0.80977 -6.15558 2.51373 0.087
C 1.19304 1.54277 3.88160 -0.200
H 1.01451 -2.43533 -1.56974 0.104
N -2.43316 -0.04882 -2.28868 0.046
O 3.09386 -0.22289 5.58214 -0.168
C 3.43835 2.60802 -4.40641 -0.147
H 3.71458 3.55465 -4.84525 0.118
C -2.52612 3.97620 0.66948 -0.208
H 2.16286 1.95111 4.10534 0.109
H -2.96569 4.76785 0.08427 0.106
H 0.53496 3.56908 4.07122 0.110
N -4.30082 -1.93225 -4.27240 0.118
C 4.53888 0.53833 -4.98393 -1.166
H 3.11362 -0.39658 -1.02346 0.105
H 4.10900 2.44793 -3.57592 0.119
C -3.22168 2.64818 0.34319 -0.190
C 3.23139 -1.61854 5.56285 -0.111
H -1.92548 5.19582 2.27748 0.103
H 1.32870 -0.45757 6.62711 0.110
H 1.24444 -0.57869 4.01316 0.099
C 0.08854 2.58680 4.08446 -0.205
H -0.39895 2.73374 2.03482 0.105
H -1.16786 -2.87912 -2.57297 0.105
C 2.71383 -1.23184 -1.58396 -0.263
H -0.98475 -2.45809 -0.46703 0.086
O -1.31236 -1.97036 -2.83700 -0.008
C -3.71049 -2.59931 -3.42259 -0.282
H -1.46288 1.71504 -0.47044 0.095
H -4.36690 -1.56081 -1.70962 0.109
H -1.95044 -3.70798 2.60384 0.140
H 2.12538 0.08962 -3.24164 0.042
C 2.66319 -0.81781 -3.05024 -0.458
S 5.89275 0.36313 -5.84270 0.692
H -2.35590 2.66565 -1.59054 0.118
N 3.64796 1.54552 -5.38637 -0.212
H 0.00327 -0.44080 -2.20833 0.099
O -0.63804 -4.13115 0.66905 0.016
C -0.87755 -4.49594 4.25830 -0.068
H 1.40020 -1.88703 0.04052 0.118
C -2.46578 1.94956 -0.78693 -0.194
H 0.89000 0.47364 -1.05019 0.123
H 1.51771 -5.32303 1.12570 0.084
C -2.17466 3.29164 3.19279 -0.205
H -4.61419 -1.07626 -3.81744 0.046
C -2.19857 -1.39330 -1.88268 -0.533
H 1.84242 3.08552 -6.46334 0.132
O 0.97592 2.42654 -4.72943 -0.119
H -0.87214 -3.57045 4.83563 0.081
H -0.41326 2.41275 5.02228 0.106
C 1.33715 -1.57991 -0.99104 -0.155
H 1.91990 3.74966 -3.51967 0.121
C 0.34315 -0.44218 -1.18184 -0.230
H 2.65525 0.82060 -7.04040 0.125
H -1.68818 -5.12769 4.62375 0.084
H 2.65068 -2.09187 6.34170 0.082
C 0.99755 -5.17920 2.06675 -0.002
O -0.69755 -0.43869 -0.23629 -0.106
C 0.92499 0.24199 4.63865 -0.166
H 3.38959 -2.06262 -1.46446 0.100
S 4.39188 -0.57332 -3.61180 0.915
H -3.63736 0.16063 -0.53082 0.114
C -2.58662 4.34675 2.15827 -0.195
H 2.02226 0.13987 -5.58410 0.117
N -1.10136 -4.18758 2.85627 0.017
H -3.28754 2.03513 1.22570 0.099
H -1.99930 3.82541 4.11560 0.098
C -0.30238 -4.46185 1.79753 -0.532
H 2.18310 -1.58809 -3.63144 0.084
H 1.63101 -4.58751 2.72862 0.080
C -0.91322 2.47275 2.93459 -0.205
C 1.79639 0.19067 5.89415 -0.248
H 1.17548 1.30512 2.83822 0.093
H -2.99737 2.61809 3.37227 0.098
H 4.27200 -1.84880 5.71588 0.085
H -2.30309 -1.60540 0.24773 0.128
H 1.85014 1.19039 6.29167 0.121
H -0.12684 0.15867 4.86385 0.109
H 0.57647 1.87448 -6.61841 0.127
H -3.58363 4.71591 2.35087 0.104
C 2.03482 2.71768 -3.83535 -0.185
H -3.45551 -3.09236 -1.41402 0.120
H -4.20737 2.87954 -0.03934 0.112
C 2.42092 1.05104 -6.00688 -0.154
C 1.43147 2.17622 -6.04244 -0.181
C -3.53288 -2.17781 -1.99282 -0.081
```

As for the frontier orbital gap: 8.226 eV. For the total energy, the calculation gives -2491.93770 hartree. The calculation puts the LUMO energy at 0.1 eV. Its multiplicity is 1. As for the relative energy (zero: lowest compared OMol25 entry of this formula, charge and spin): 0.0 kJ/mol. As for the SMILES: [H]/N=C\C[C@](O)(COCCCCSC(=S)N1CCOCC1)NCCCCCCCCCCCOC.CNC(C)=O.